Below is a structure of composition C5H8N2O2, with properties calculated with ωB97M-V with the def2-TZVPD basis set.

```
17
Properties=species:S:1:pos:R:3:forces:R:3:nbo_charge:R:1
N 2.753133 -0.814739 0.273750 -3.161 2.117 1.500 -0.48
C 1.791449 -0.099146 0.407780 3.466 -4.965 0.062 0.47
C 0.389304 0.092030 0.877740 -0.049 0.659 -0.328 -0.02
O -0.140510 1.239073 0.238082 -0.120 0.208 0.038 -0.51
C -1.537020 1.067975 -0.013568 -0.164 0.063 -0.063 -0.08
C -1.758697 -0.423619 -0.044036 -0.323 -0.049 0.110 -0.11
N -0.813216 -1.122143 -0.911804 0.030 0.017 -0.077 -0.57
C -0.546435 -1.050471 0.519751 0.165 -0.310 0.169 -0.10
H 0.413477 0.211776 1.974179 0.102 -0.001 -0.220 0.22
H -2.134982 1.519174 0.794378 0.125 -0.081 -0.162 0.18
H -1.767355 1.570724 -0.962015 0.114 -0.142 0.240 0.21
H -2.754385 -0.834894 0.127399 0.293 0.139 -0.006 0.22
H -1.165890 -2.042806 -1.160033 0.071 0.113 0.044 0.37
H -0.566804 -1.945248 1.140806 0.042 0.270 -0.153 0.22
O 2.557729 0.951343 -1.288176 1.626 -2.002 -1.795 -1.13
H 3.312459 0.007738 -0.940650 -3.188 3.835 0.081 0.59
H 1.967742 1.673225 -1.033576 0.971 0.130 0.559 0.53
```
Forces are in eV/Å.

As for the energy above the lowest of the compared OMol25 structures with the same formula, charge and spin: 150.87 kcal/mol. The calculation puts the lowest unoccupied orbital energy at 0.0203 Eh. Its spin multiplicity is 1. The calculation puts the gap between HOMO and LUMO at 9.436 eV. As for the total energy: -455.11806 Eh. Its charge is 0.

Below is the molecule C5H8N2O2, with properties calculated with ωB97M-V with the def2-TZVPD basis set.

```
17
Properties=species:S:1:pos:R:3:forces:R:3:nbo_charge:R:1
C 1.924135 1.042117 -0.933009 0.003 -0.137 0.245 -0.44
N 0.662896 0.820741 -0.258123 0.450 -0.951 0.182 -0.51
C 0.367097 -0.305853 0.302602 0.756 0.938 -1.167 0.40
N 1.137332 -1.404417 0.511150 0.007 0.093 0.024 -0.82
C -1.054935 -0.361870 0.630765 -0.817 1.230 1.538 0.10
O -1.485591 -1.190366 1.700122 0.227 0.466 -0.611 -0.70
C -1.998539 -0.128085 -0.541157 -0.203 -0.203 -0.790 -0.55
C -1.588457 1.084894 0.141673 -0.498 -0.055 -0.253 0.65
O -1.720938 2.272890 0.118170 -0.042 -0.765 0.916 -0.49
H 2.112246 0.303694 -1.721644 0.049 -0.043 0.010 0.18
H 1.908267 2.031561 -1.394768 -0.011 -0.126 0.055 0.21
H 2.764991 1.026039 -0.229473 0.070 -0.027 -0.050 0.18
H 2.112353 -1.384011 0.254926 -0.231 -0.243 0.066 0.40
H 0.674238 -2.257277 0.792515 0.362 0.141 -0.027 0.41
H -1.109402 -0.855796 2.528460 -0.096 0.014 -0.302 0.48
H -3.031982 -0.387116 -0.340303 -0.047 -0.085 0.110 0.26
H -1.673711 -0.307144 -1.561905 0.021 -0.246 0.054 0.24
```
Forces are in eV/Å.

As for the energy above the lowest of the compared OMol25 structures with the same formula, charge and spin: 87.72 kcal/mol. The calculation puts the lowest unoccupied orbital energy at 0.0197 Eh. Its spin multiplicity is 1. The calculation puts the gap between HOMO and LUMO at 8.798 eV. As for the total energy: -455.21869 Eh. Its charge is 0. Its structure (SMILES) is C/N=C(\N)[C@]1(O)CC1=O.

Below is a cluster of 2 separate species, C5H8N2O2 in total, with properties calculated with ωB97M-V with the def2-TZVPD basis set.

```
17
Properties=species:S:1:pos:R:3:forces:R:3:nbo_charge:R:1
C 1.473029 1.524197 0.157198 2.210 4.018 -0.472 -0.67
C 0.720741 0.381750 -0.172046 -2.957 -0.740 0.279 -0.02
C 1.100704 -0.886555 -0.072321 0.378 -2.113 -0.992 0.28
C -0.073353 -1.706281 0.011736 -0.027 -1.790 1.243 -0.40
C -1.183365 -0.906055 0.071253 -0.524 0.772 -1.046 0.27
H 1.106775 2.011105 1.068972 0.307 -0.012 -0.012 0.21
H 1.437423 2.265839 -0.632125 -0.943 0.739 -0.288 0.22
H 2.601700 1.584690 0.125211 -0.967 -1.461 0.738 0.24
H 3.078556 -0.779899 0.062941 0.060 0.672 0.248 0.48
H -0.143776 -2.757780 0.322197 0.346 0.499 -0.562 0.23
H -2.846998 -1.762283 -1.092255 0.637 2.786 4.581 0.37
H -3.077458 0.017576 0.122798 1.768 -4.798 -0.606 0.38
H -1.785805 1.692171 0.586303 0.458 0.402 -2.776 0.47
N -2.575706 -1.132635 0.130405 -2.273 1.182 -3.979 -0.80
N -0.758771 0.370984 -0.082514 5.132 -0.762 0.053 -0.08
O 2.402570 -1.381731 -0.230682 -1.637 -0.610 0.337 -0.68
O -1.476269 1.464912 -0.377068 -1.968 1.216 3.253 -0.50
```
Forces are in eV/Å.

As for the energy above the lowest of the compared OMol25 structures with the same formula, charge and spin: 157.21 kcal/mol. The calculation puts the lowest unoccupied orbital energy at 0.0055 Eh. Its spin multiplicity is 1. The calculation puts the gap between HOMO and LUMO at 7.705 eV. As for the total energy: -455.10795 Eh. Its charge is 0.

Below is a structure of composition C5H8N2O2, with properties calculated with ωB97M-V with the def2-TZVPD basis set.

```
17
Properties=species:S:1:pos:R:3:forces:R:3:nbo_charge:R:1
C 0.037376 -0.630759 -0.535642 -3.770 -0.310 -0.862 -0.06
C -1.397648 1.143458 -1.127175 0.028 0.045 0.183 -0.49
C 0.084118 -2.058568 -0.045375 0.556 0.245 0.464 -0.63
N -1.086153 0.073890 -0.215043 2.200 -1.981 -1.674 -0.13
C 1.110094 0.525236 0.538218 -0.609 4.618 2.951 0.72
O 1.715835 -0.304348 1.454577 -0.227 -0.694 -0.639 -0.71
C -0.164447 1.275972 1.453537 1.977 0.122 0.518 0.12
O 1.706075 1.331691 -0.165566 -0.653 -1.599 -0.056 -0.57
N -0.734042 1.925568 2.232160 0.299 -0.679 -0.954 -0.37
H 2.408590 0.230192 1.876832 -0.107 -0.081 -0.279 0.51
H 0.461194 -0.466296 -1.530798 0.289 0.292 0.270 0.21
H -1.815031 0.671912 -2.027889 0.025 0.112 0.073 0.24
H -2.125558 1.819235 -0.683127 0.037 -0.049 -0.021 0.23
H -0.497691 1.698197 -1.435680 0.027 -0.093 0.048 0.24
H -0.247691 -2.113449 0.990957 -0.030 -0.066 -0.065 0.24
H -0.558750 -2.684631 -0.668022 -0.002 0.164 -0.016 0.23
H 1.103730 -2.437300 -0.111965 -0.040 -0.048 0.060 0.23
```
Forces are in eV/Å.

As for the energy above the lowest of the compared OMol25 structures with the same formula, charge and spin: 133.15 kcal/mol. The calculation puts the lowest unoccupied orbital energy (alpha / beta) at -0.0808 / -0.0809 Eh. Its spin multiplicity is 1. The calculation puts the gap between HOMO and LUMO (alpha / beta) at 7.764 / 7.762 eV. As for the total energy: -455.14629 Eh. Its charge is 0.

Below is the molecule C5H8N2O3Si, with properties calculated with ωB97M-V with the def2-TZVPD basis set.

```
19
Properties=species:S:1:pos:R:3:forces:R:3:nbo_charge:R:1
C 2.799323 -1.643400 -0.592733 -0.260 -1.813 0.173 -0.63
C 1.585932 -0.840473 -0.206375 0.285 -0.709 -1.057 -0.18
C 0.592667 -1.162392 0.615686 -1.439 0.197 1.850 0.06
N -0.582452 -0.358720 0.709600 0.697 -1.062 0.561 -0.60
C -0.642761 0.729968 0.037913 2.384 -0.764 -0.961 0.74
O -1.721839 1.405838 -0.110637 -0.875 1.291 -0.194 -0.82
Si -3.118038 1.413466 0.769752 -1.647 0.769 -1.262 1.68
O -3.564038 -0.078623 1.240613 0.441 -0.292 0.311 -1.11
N 0.408810 1.259035 -0.707656 -0.111 -4.089 2.328 -0.60
C 1.492015 0.390988 -0.967606 0.922 1.871 -0.010 0.63
O 2.410749 0.776381 -1.667403 -0.462 0.156 -0.538 -0.60
H 2.586952 -2.390597 -1.472608 0.284 1.350 1.744 0.23
H 3.199231 -2.195277 0.304503 -0.373 0.329 -1.050 0.22
H 3.527470 -0.934564 -0.949381 0.434 -0.049 -0.069 0.25
H 0.626844 -2.024506 1.366417 -0.106 1.191 -1.454 0.21
H -2.919694 2.426883 1.849103 -0.141 -0.435 -0.164 -0.22
H -4.032967 1.936467 -0.421862 0.614 -0.565 1.687 -0.21
H -2.847792 -0.697181 1.501033 -0.431 0.608 -0.282 0.53
H 0.199589 1.986706 -1.298361 -0.217 2.016 -1.611 0.42
```
Forces are in eV/Å.

As for the energy above the lowest of the compared OMol25 structures with the same formula, charge and spin: 0.00 kcal/mol. The calculation puts the lowest unoccupied orbital energy at 0.0218 Eh. Its spin multiplicity is 1. The calculation puts the gap between HOMO and LUMO at 9.724 eV. As for the total energy: -820.14133 Eh. Its charge is 0. Its structure (SMILES) is Cc1cnc(O[SiH2]O)[nH]c1=O.

Below is a cluster of 2 separate species, C5H8N2O4S2 in total, with properties calculated with ωB97M-V with the def2-TZVPD basis set.

```
21
Properties=species:S:1:pos:R:3:forces:R:3:nbo_charge:R:1
C 0.907473 0.145570 0.650106 0.420 0.015 0.033 0.50
C -2.537852 -1.155648 1.201023 2.014 -2.882 1.975 1.05
C 2.063472 0.983005 0.113493 1.636 -1.980 -0.237 -0.59
C 1.982637 -1.596442 -0.671242 0.739 -0.059 -0.051 -0.08
C -1.483421 0.913494 -1.998857 -2.339 -2.735 -4.102 -0.85
N 1.101270 -1.265996 0.244277 0.047 -0.654 1.239 -0.67
N 0.613022 0.220152 2.041221 0.132 0.207 0.684 -0.84
O -3.320940 -0.351578 1.041852 -1.697 2.108 -1.005 -0.51
O -1.816199 -2.003513 1.569146 -0.372 0.654 -0.536 -0.55
O -0.205390 0.632185 -0.065226 -0.443 -1.562 0.095 -0.73
O -1.468683 -1.474067 -0.997732 -1.708 -2.187 0.838 -0.95
S 2.881741 -0.216039 -1.065990 0.034 0.296 -0.527 0.27
S -0.528608 -0.474868 -1.351518 0.030 3.546 -1.833 1.54
H 1.789390 1.885886 -0.399851 -0.330 0.247 0.025 0.25
H 2.875231 1.116269 0.812506 -0.161 0.500 0.562 0.23
H -1.071042 1.120847 -2.983605 0.549 0.580 0.149 0.23
H -2.586498 0.747727 -2.304229 1.660 -0.321 1.210 0.25
H -1.353063 1.598870 -1.282022 -0.001 3.124 1.836 0.24
H 0.434116 -1.985426 0.582192 0.517 0.874 0.032 0.45
H 1.395683 -0.023671 2.680811 -0.696 0.315 -0.964 0.38
H 0.327659 1.183242 2.183645 -0.030 -0.088 0.577 0.37
```
Forces are in eV/Å.

As for the energy above the lowest of the compared OMol25 structures with the same formula, charge and spin: 0.00 kcal/mol. The calculation puts the lowest unoccupied orbital energy at 0.0175 Eh. Its spin multiplicity is 1. The calculation puts the gap between HOMO and LUMO at 9.518 eV. As for the total energy: -1402.09194 Eh. Its charge is 0.

Below is the molecule C5H8N2S, with properties calculated with ωB97M-V with the def2-TZVPD basis set.

```
16
Properties=species:S:1:pos:R:3:forces:R:3:nbo_charge:R:1
C -1.534976 -1.316977 -0.844219 1.903 1.087 -1.345 -0.22
C -0.396549 -0.879417 -0.581538 -4.867 -2.258 -1.128 -0.05
C 0.806871 -0.312413 -0.092200 6.135 -1.850 -0.767 -0.18
C 1.699571 -1.429333 0.676792 -1.038 -1.197 0.581 -0.62
N 0.664264 0.855822 0.735146 -2.430 -1.262 1.545 -0.39
N -0.189927 1.594451 -0.051890 -2.293 2.904 -0.721 -0.43
C -1.536248 1.612265 -0.190578 0.680 1.977 -1.071 -0.03
S -2.340954 2.768567 -1.181220 1.106 -1.842 1.451 -0.22
H -2.469796 -1.500389 -1.500950 2.050 0.233 1.862 0.28
H 1.544981 0.017401 -0.942603 -1.789 -0.513 1.016 0.24
H 1.087783 -1.398756 1.741581 2.127 -0.798 -2.288 0.20
H 2.934180 -1.257984 0.794370 -3.792 -0.186 -0.353 0.25
H 1.454543 -2.489700 0.072236 0.927 2.819 2.003 0.24
H 0.043038 0.562907 1.547253 1.276 0.401 -0.724 0.35
H 0.238947 2.311793 -0.571925 0.823 0.938 -0.599 0.40
H -2.005727 0.861764 0.389745 -0.817 -0.454 0.535 0.19
```
Forces are in eV/Å.

As for the energy above the lowest of the compared OMol25 structures with the same formula, charge and spin: 131.71 kcal/mol. The calculation puts the lowest unoccupied orbital energy at 0.0229 Eh. Its spin multiplicity is 1. The calculation puts the gap between HOMO and LUMO at 9.019 eV. As for the total energy: -702.82014 Eh. Its charge is 0. Its structure (SMILES) is C#C[C@H](C)NNC=S.